No. 1
DFT (wB97M-V/def2-TZVPD) results for a molecular structure, C53H54Br9N7O20.

Cartesian coordinates (Å):
Br1 -17.0063 16.5325 1.8196
Br2 -15.1422 20.9887 6.1539
Br3 -9.7665 14.3277 0.4955
Br4 -7.1731 14.1245 2.4523
Br5 -14.8597 19.6408 9.1242
Br6 -10.0900 13.4654 3.5441
Br7 -17.0469 13.4173 1.2209
Br8 -14.5164 15.2298 0.2109
Br9 -12.3225 20.9586 7.8047
O1 -14.7833 15.4594 7.5283
O2 -15.5439 14.0742 11.7404
O3 -11.9731 19.4209 1.4357
O4 -20.9818 22.0417 2.8764
O5 -14.6590 18.4568 13.3108
O6 -12.1468 17.1007 12.4605
O7 -15.1949 16.9341 11.8781
O8 -19.3831 11.0804 6.3007
O9 -14.4202 12.6027 10.6656
O10 -15.1108 13.0131 3.7936
O11 -19.2509 11.7729 8.3033
O12 -11.8491 19.1274 11.8249
O13 -14.0854 15.8067 5.5267
O14 -10.7871 17.6425 1.6573
O15 -19.7234 17.9325 9.5472
O16 -19.1040 15.9252 10.3746
O17 -21.7565 21.3736 4.7611
O18 -16.7208 11.6747 4.1682
O19 -15.4172 17.3425 6.4484
O20 -21.1850 16.3712 9.5970
N1 -19.0759 11.9501 7.1073
N2 -11.0756 18.6723 1.0880
N3 -20.8972 21.3890 3.9052
N4 -15.3446 17.5326 12.9248
N5 -15.7755 12.3425 4.5501
N6 -14.5558 13.3955 11.5840
N7 -11.9350 17.9385 11.6074
C1 -10.7718 17.8318 8.0653
C2 -18.3996 19.0808 11.2902
C3 -8.7931 19.7209 -2.3241
C4 -18.5601 20.7362 3.3341
C5 -15.1196 12.5320 8.7026
C6 -13.0888 15.7628 3.3106
C7 -14.4566 13.4004 7.8444
C8 -16.4458 15.1374 0.5379
C9 -17.4558 15.2902 6.9773
C10 -9.6093 18.1100 -0.7546
C11 -18.4772 18.5265 9.8762
C12 -15.4759 15.8604 8.6892
C13 -19.6811 20.5822 4.1370
C14 -12.3857 14.6058 14.4388
C15 -12.1340 16.2379 9.8232
C16 -17.3840 19.1416 4.6720
C17 -17.3980 20.0199 3.6057
C18 -10.2934 19.1016 -0.0744
C19 -11.2069 12.9057 13.2041
C20 -9.4377 20.7195 -1.6064
C21 -13.4383 14.4735 13.5676
C22 -13.7759 16.5906 4.3839
C23 -21.5921 15.0106 9.5348
C24 -11.2656 13.8061 14.2568
C25 -15.9990 11.5753 8.2084
C26 -11.7407 17.4994 10.2193
C27 -8.9065 13.3748 2.0077
C28 -11.0259 18.3026 9.3278
C29 -18.7526 13.5154 5.2229
C30 -14.8363 16.2749 6.4996
C31 -8.8534 18.4139 -1.8705
C32 -18.5012 18.9834 5.4919
C33 -18.2996 15.7078 14.3366
C34 -19.6690 19.6828 5.1833
C35 -17.7377 17.5578 15.8105
C36 -18.5086 16.4262 15.4927
C37 -18.5738 13.1957 6.5668
C38 -17.2857 16.0883 13.4871
C39 -15.5760 12.4116 5.9906
C40 -16.4608 17.1577 13.7870
C41 -14.7201 13.3913 6.4800
C42 -16.6613 17.8301 15.0067
C43 -18.2406 14.7143 4.7555
C44 -19.9199 16.6534 9.8751
C45 -17.9608 14.0813 7.4296
C46 -13.4413 13.5693 12.5174
C47 -10.1912 20.4416 -0.4712
C48 -16.2044 11.5193 6.8386
C49 -11.2822 16.6152 7.6286
C50 -11.8614 15.7477 8.5437
C51 -12.2945 12.7877 12.3360
C52 -13.9643 20.0515 7.4422
C53 -17.5459 15.5789 5.6157
H1 -12.2130 12.1133 11.4952
H2 -16.9383 15.3648 -0.3966
H3 -20.5094 19.5664 5.8537
H4 -17.9215 18.1243 16.7108
H5 -16.9382 10.8646 6.3839
H6 -10.7290 21.2379 0.0202
H7 -16.5697 10.9634 8.8915
H8 -13.1428 17.4657 4.5501
H9 -14.2561 15.1422 13.8076
H10 -16.6154 20.2743 2.9041
H11 -10.5460 19.2154 9.6510
H12 -9.4785 21.7381 -1.9685
H13 -19.2510 19.7065 11.5587
H14 -14.9693 12.6011 9.7722
H15 -17.9078 13.7951 8.4734
H16 -11.1025 16.3010 6.6077
H17 -8.2712 17.6027 -2.2871
H18 -10.5078 13.8657 15.0287
H19 -22.6701 15.0378 9.6996
H20 -15.4388 15.1082 9.4749
H21 -17.6340 17.8724 9.6397
H22 -19.2291 12.7673 4.6047
H23 -12.1234 15.4540 3.7193
H24 -12.4874 15.2759 15.2791
H25 -18.5080 18.3401 6.3595
H26 -12.6670 15.6619 10.5720
H27 -13.6379 14.8909 2.9696
H28 -10.3318 12.2914 13.0508
H29 -12.8134 16.4423 2.5062
H30 -17.2447 15.6176 12.5111
H31 -14.3560 14.2104 5.8746
H32 -16.5363 16.1038 8.5964
H33 -18.2558 14.9336 3.6959
H34 -8.8362 12.3446 1.6889
H35 -21.1837 14.3463 10.2921
H36 -14.7023 17.0043 3.9779
H37 -13.8279 19.0714 7.0023
H38 -8.2383 19.9463 -3.2245
H39 -16.0259 18.6425 15.3345
H40 -12.1744 14.7236 8.3983
H41 -18.4982 21.4294 2.5068
H42 -19.3789 16.1501 16.0775
H43 -21.4706 14.6580 8.5109
H44 -16.5055 18.5620 4.9242
H45 -17.0907 16.4904 5.2492
H46 -13.7410 14.0985 8.2568
H47 -17.5560 19.7715 11.3541
H48 -18.2904 18.2499 11.9847
H49 -15.0119 16.7612 9.0855
H50 -19.0190 14.9256 14.1404
H51 -9.7582 17.0835 -0.4487
H52 -17.0352 16.0202 7.6547
H53 -18.3402 19.3111 9.1289
H54 -10.1641 18.3785 7.3562

Summary:
**Multiplicity**: 1
**E_HOMO**: -8.557 eV
**LUMO**: -1.3722 eV
**Charge**: 0

No. 2
DFT (wB97M-V/def2-TZVPD) results for a molecular structure, C48H47Cl3N11O4RbS3.

Cartesian coordinates (Å):
Rb1 -1.7378 -1.0347 0.2722
Cl1 4.0088 4.8923 -2.6549
Cl2 0.3193 2.0174 -6.2639
Cl3 -2.0355 6.4739 -4.4156
S1 -3.6857 -0.1883 -4.7764
S2 4.7945 4.4902 0.1844
S3 -7.1626 -1.8024 0.3564
O1 0.3893 5.8511 -0.7737
O2 0.7219 -1.8458 -1.3693
O3 1.7906 -3.6471 1.1088
O4 0.5925 -2.4618 5.4549
N1 -4.6675 -1.6292 -0.1960
N2 -2.3305 -3.8215 1.3307
N3 -5.0687 -2.3646 2.0055
N4 -3.2613 -0.4946 -2.2687
N5 1.0032 -0.5289 0.9423
N6 1.0585 -1.2135 3.1819
N7 3.0163 -1.3096 2.0053
N8 -1.5099 1.8053 -0.6098
N9 -1.7166 4.0024 -0.5198
N10 -1.3781 0.3143 -3.3949
N11 -0.9998 -5.5794 1.1791
C1 1.7305 -0.1066 -0.1697
C2 -1.6734 -1.6500 5.5712
C3 3.8675 5.1604 1.4622
C4 -5.3582 -1.2799 -1.3358
C5 -2.8601 -4.8590 2.0599
C6 0.0786 -6.4281 0.7183
C7 1.6130 -0.9619 1.9832
C8 -2.6844 -0.8811 5.0098
C9 -0.4562 -1.7016 4.9221
C10 4.5785 -3.4622 -1.2503
C11 1.1631 -1.8720 6.6135
C12 -1.8970 5.3535 -0.9978
C13 -0.6505 5.8671 -1.7253
C14 4.7097 -1.6003 0.2631
C15 0.0821 3.1658 -4.9799
C16 3.5547 -2.0179 0.9168
C17 -1.2353 -0.2295 3.0991
C18 2.9377 -3.2003 0.4902
C19 2.8103 5.8725 1.0003
C20 3.1906 0.6809 -2.4213
C21 -4.5672 -0.8643 -2.5025
C22 2.0210 -4.2633 2.3770
C23 -1.0667 3.6152 0.6342
C24 0.4894 3.8669 -2.7396
C25 -0.2605 -1.0176 3.7140
C26 -5.4766 -1.9219 0.7717
C27 3.2812 1.4111 -1.2501
C28 3.4372 -3.9007 -0.5936
C29 -0.7530 4.2483 -5.1907
C30 -2.6809 -0.1037 -3.3586
C31 2.7100 5.8731 -0.4236
C32 -2.0553 -5.9545 1.9720
C33 -0.9543 5.1342 -4.1445
C34 -6.7096 -1.2954 -1.2293
C35 1.5873 6.5056 -1.1795
C36 2.3287 -0.4123 -2.5000
C37 5.2229 -2.3175 -0.8055
C38 0.7097 2.9629 -3.7629
C39 -1.9619 2.8705 -1.2233
C40 -2.4443 -0.1949 3.8222
C41 -0.9542 2.2603 0.5699
C42 0.5667 -2.5862 -2.5667
C43 1.5903 -0.7919 -1.3905
C44 -4.9787 -0.7786 -3.7914
C45 -0.3421 4.9703 -2.9086
C46 -1.2191 -4.2921 0.8205
C47 2.5419 1.0221 -0.1380
C48 3.7226 5.1533 -0.9809
H1 -0.7537 4.3326 1.3713
H2 -1.0614 0.7071 -2.5111
H3 -5.9311 -1.0441 -4.2171
H4 0.2129 -1.9491 -3.3804
H5 4.9637 -4.0146 -2.0972
H6 -2.1184 5.9992 -0.1484
H7 -2.1274 -6.9404 2.3973
H8 5.1834 -0.6771 0.5758
H9 1.7531 6.3861 -2.2530
H10 1.5504 -0.8718 6.3925
H11 -0.2869 -7.1572 -0.0049
H12 -2.7484 5.3876 -1.6784
H13 1.0506 -4.3665 2.8599
H14 2.9203 -4.7997 -0.9078
H15 -1.2415 4.3989 -6.1425
H16 -0.8402 6.8880 -2.0760
H17 3.7749 0.9598 -3.2897
H18 0.9534 3.7024 -1.7734
H19 -3.6486 -0.8153 5.5058
H20 -1.0735 0.8086 -4.2172
H21 -3.7879 -4.7536 2.5966
H22 -4.0591 -2.3508 2.1118
H23 4.1621 4.9967 2.4857
H24 2.6692 -3.6476 3.0015
H25 -0.5731 1.5706 1.3141
H26 -1.8151 -2.2045 6.4912
H27 2.4835 -5.2459 2.2412
H28 2.5963 1.5855 0.7869
H29 -7.4437 -0.9996 -1.9592
H30 1.9796 -2.5174 6.9348
H31 -0.1846 -3.3459 -2.3587
H32 -5.5606 -1.9877 2.8000
H33 2.0979 6.3722 1.6410
H34 2.2552 -0.9668 -3.4251
H35 3.9271 2.2784 -1.1953
H36 1.5055 -3.0713 -2.8498
H37 0.8354 -5.7998 0.2541
H38 -3.2659 0.4120 3.4356
H39 -0.4964 -3.7534 0.2245
H40 6.1138 -1.9634 -1.3074
H41 0.4292 -1.7896 7.4185
H42 1.3466 2.1032 -3.6042
H43 0.5309 -6.9532 1.5588
H44 -2.4621 2.8861 -2.1814
H45 3.6078 -0.5654 2.3443
H46 1.6421 -1.7733 3.7827
H47 1.5078 7.5758 -0.9580

Summary:
**Multiplicity**: 1
**E_HOMO**: -5.836 eV
**LUMO**: 0.3238 eV
**Charge**: 0
**Energy above the lowest of the compared OMol25 structures with the same formula, charge and spin**: 0.000 eV

No. 3
DFT (wB97M-V/def2-TZVPD) results for a molecular structure, C2HBrCl4.

Cartesian coordinates (Å):
Br1 -1.0527 1.9063 0.9257
Cl1 0.8860 -0.0585 1.9614
Cl2 -1.5892 -0.9479 0.9478
Cl3 0.2102 -1.8486 -1.2215
Cl4 -0.1649 0.9387 -1.9383
C1 -0.3758 0.2506 0.9529
C2 0.5117 -0.1620 -0.9190
H1 1.5747 -0.0786 -0.7091

Summary:
**Multiplicity**: 1
**E_HOMO**: -9.282 eV
**LUMO**: 0.4598 eV
**Charge**: 0
**Energy above the lowest of the compared OMol25 structures with the same formula, charge and spin**: 0.727 eV

No. 4
DFT (wB97M-V/def2-TZVPD) results for 2 unconnected molecules or ions with the total composition C5H16NSi.

Cartesian coordinates (Å):
Si1 -1.6124 -1.8948 0.0925
N1 1.4405 -0.0101 0.0965
C1 -1.4431 1.1162 -0.5535
C2 1.7712 -0.4463 -1.2453
C3 -1.2055 0.0273 0.3327
C4 -1.3358 2.4864 0.1612
C5 1.8985 -0.8464 1.2023
H1 2.8088 -0.4357 -1.3239
H2 1.5361 -0.4865 2.0900
H3 3.0274 -0.8728 1.2676
H4 1.2378 0.0875 -2.0517
H5 -0.6441 1.0081 -1.3058
H6 1.5132 -1.7566 0.8943
H7 -2.5668 -2.3923 1.1027
H8 -2.2902 0.6771 -1.1492
H9 -1.0026 3.2170 -0.5285
H10 -2.0543 -2.1602 -1.2945
H11 1.3472 -1.4587 -1.3220
H12 -0.5100 2.2640 0.8761
H13 -0.8687 0.3620 1.3351
H14 1.2362 1.0061 0.2327
H15 -0.1434 -2.4725 0.3577
H16 -2.1401 2.9811 0.7330

Summary:
**Multiplicity**: 1
**E_HOMO (alpha / beta)**: -13.222 / -13.223 eV
**LUMO (alpha / beta)**: -5.8201 / -5.8197 eV
**Charge**: +1
**Energy above the lowest of the compared OMol25 structures with the same formula, charge and spin**: 3.939 eV

No. 5
DFT (wB97M-V/def2-TZVPD) results for a single C2H7N3S2 molecule.

Cartesian coordinates (Å):
S1 2.9978 -0.6825 -0.1664
S2 -0.8338 -2.0568 -0.2412
N1 0.0608 -0.9610 0.7300
N2 1.8631 0.4922 0.2936
N3 -0.2429 1.1985 -0.2935
C1 0.4718 0.2634 0.1867
C2 -1.6926 1.1083 -0.1742
H1 -2.1093 2.1229 -0.1203
H2 2.0904 1.4644 -0.0069
H3 2.7517 -0.7837 -1.5256
H4 -2.0126 -1.9529 0.3800
H5 0.7818 -1.4300 1.2490
H6 -2.1133 0.6384 -1.0177
H7 -2.0129 0.5788 0.7065

Summary:
**Multiplicity**: 1
**E_HOMO**: -9.265 eV
**LUMO**: 0.6464 eV
**Charge**: 0
**Energy above the lowest of the compared OMol25 structures with the same formula, charge and spin**: 0.405 eV

No. 6
DFT (wB97M-V/def2-TZVPD) results for 6 unconnected molecules or ions with the total composition C28H72N4O12.

Cartesian coordinates (Å):
O1 1.6994 -0.1015 -0.2105
O2 0.1584 5.6905 7.9055
O3 -4.9536 -7.6845 -6.1675
O4 2.7574 -2.4935 -3.7525
O5 5.5294 2.4005 0.7705
O6 -2.5846 -2.8295 1.7265
O7 -0.6156 -4.8795 -2.7615
O8 3.9604 -1.1735 -1.1595
O9 1.2074 4.4855 1.0395
O10 -1.5706 1.9205 -3.0695
O11 3.5194 0.1345 -3.5195
O12 -0.8806 0.6665 3.5715
N1 -1.0106 -1.1155 -1.1525
N2 -3.7916 -4.6095 -4.4245
N3 2.0884 1.9995 1.7275
N4 -0.0406 4.7555 4.3545
C1 1.9844 -1.3435 0.3185
C2 -0.0506 1.0345 2.4765
C3 0.3014 -4.4985 -1.8715
C4 -4.0536 -6.8025 -5.4825
C5 -4.3466 -8.8195 -6.7615
C6 4.1654 2.4165 0.5975
C7 2.3244 -0.2005 -4.1935
C8 6.1334 1.9845 -0.4515
C9 -1.6346 -2.4145 0.7445
C10 -1.1646 1.7075 4.5125
C11 1.8114 -1.5285 -3.7125
C12 -2.8946 -5.1885 -3.3855
C13 -0.8696 5.9605 8.9005
C14 1.4014 1.4085 2.8555
C15 -0.3916 5.2045 6.6855
C16 3.5294 -1.5425 0.1695
C17 3.5304 2.2205 1.9655
C18 0.2134 4.9005 1.9055
C19 -0.9716 1.1095 -2.0675
C20 -4.7696 -5.6115 -4.8625
C21 -1.3816 -0.2955 -2.3325
C22 -1.3586 3.3335 -2.8235
C23 0.6324 3.9835 -0.1865
C24 -2.6836 -1.9805 2.8325
C25 0.9104 4.8995 3.2865
C26 -2.1146 -1.3425 -0.2335
C27 0.6064 5.2635 5.5745
C28 -1.8976 -4.2335 -2.7245
H1 -2.2796 -5.9225 -3.8335
H2 0.0904 0.1565 1.8595
H3 -0.1566 5.8465 1.6375
H4 -1.8586 -1.8755 3.4955
H5 0.5414 4.9095 -0.7945
H6 -2.9016 -0.9755 2.5185
H7 -1.3306 5.0235 9.0865
H8 -3.8056 -8.3845 -7.5755
H9 4.1434 -0.8555 0.8035
H10 -3.2956 -6.4765 -6.1775
H11 1.3504 2.0715 3.7565
H12 -2.1896 -4.1655 -1.6745
H13 -0.1876 -0.7745 -0.6745
H14 1.8324 0.4235 3.1055
H15 1.2884 3.1915 -0.5205
H16 -0.3086 2.2325 4.9695
H17 -0.6626 4.1865 1.9035
H18 -0.7506 -1.9755 1.2435
H19 -0.3006 3.4915 -0.0965
H20 -4.3926 -3.8505 -4.0525
H21 1.4854 4.6155 5.9225
H22 1.6524 4.1505 3.3675
H23 3.7984 1.6115 -0.0445
H24 -1.3136 -3.2455 0.1155
H25 -0.7006 4.1775 6.8285
H26 1.6184 2.8935 1.5115
H27 -1.3786 1.5285 -1.1465
H28 1.7994 0.5645 0.4755
H29 -3.7156 -9.2535 -6.0125
H30 3.2844 -0.5485 -1.4555
H31 1.4094 5.8315 3.3595
H32 -1.8016 3.7875 -1.9425
H33 -0.3446 3.7195 -2.8885
H34 1.2794 -4.7945 -2.2585
H35 -5.4286 -5.1045 -5.5855
H36 0.2464 -3.4235 -1.7945
H37 -3.5986 -7.3135 -4.7005
H38 3.9624 1.2845 2.3605
H39 2.5104 -0.3305 -5.3065
H40 -3.4266 -2.4275 3.4355
H41 -2.9346 -1.6605 -0.7955
H42 7.1294 2.2135 -0.2995
H43 -3.4296 -5.7415 -2.6075
H44 -2.4586 -0.4395 0.2805
H45 -0.3576 6.4185 9.7235
H46 3.7624 3.3935 0.2335
H47 0.1124 1.2915 -2.0015
H48 -1.7876 2.4435 3.9955
H49 3.9964 -0.6935 -3.4015
H50 1.5944 -1.4795 1.3495
H51 -1.8296 1.3355 5.2385
H52 3.6884 3.0535 2.5895
H53 1.5204 -2.0195 -0.4105
H54 -5.4286 -5.9215 -4.0285
H55 -1.7186 6.5975 8.6075
H56 -1.8776 3.8095 -3.6665
H57 -1.2466 5.8045 6.4175
H58 1.4114 -1.4785 -2.6655
H59 5.7334 2.5925 -1.2675
H60 0.9964 6.2365 5.4405
H61 -0.4746 1.7945 1.8475
H62 1.5104 0.5465 -4.1525
H63 -1.7616 -3.1555 -3.1665
H64 -2.4386 -0.4165 -2.6555
H65 0.1554 -4.8795 -0.8655
H66 -5.0846 -9.5165 -7.1065
H67 6.0114 0.8975 -0.5025
H68 -0.7406 5.4495 4.1335
H69 3.8254 -2.5315 0.4865
H70 0.9884 -1.7005 -4.3755
H71 -0.7836 -0.5745 -3.1815
H72 3.3184 -2.4595 -3.0315

Summary:
**Multiplicity**: 1
**E_HOMO**: -8.638 eV
**LUMO**: 0.3759 eV
**Charge**: 0
**Energy above the lowest of the compared OMol25 structures with the same formula, charge and spin**: 3.212 eV

No. 7
DFT (wB97M-V/def2-TZVPD) results for 2 unconnected molecules or ions with the total composition FH3N2O2S.

Cartesian coordinates (Å):
S1 -1.0844 -1.4888 -0.5276
F1 2.9601 -1.3903 0.5464
O1 -1.9617 -1.4117 0.5631
O2 0.3217 -1.6546 -0.0820
N1 -0.8954 0.5907 -0.5841
N2 -1.2745 1.3631 0.2663
H1 -1.6818 0.7513 1.0304
H2 -0.5877 1.0297 -1.5774
H3 2.0648 -1.7146 0.6366

Summary:
**Multiplicity**: 3
**E_HOMO (alpha / beta)**: -8.406 / -11.728 eV
**LUMO (alpha / beta)**: -0.2696 / -3.7098 eV
**Charge**: 0
**Energy above the lowest of the compared OMol25 structures with the same formula, charge and spin**: 0.652 eV